(1)
Below is one molecule with the formula CH4BrNO at a distorted geometry, with properties calculated with the ωB97M-V functional and the def2-TZVPD basis.

Calculated values
Net charge: 0
LUMO (spin up / spin down), eV: 0.90 / -2.78
Energy relative to the best compared isomer or geometry (same formula, charge and spin), kJ/mol: 105.8
Multiplicity: 3
HOMO-LUMO gap (spin up / spin down), eV: 7.83 / 7.00
E_HOMO (spin up / spin down), eV: -6.934 / -9.780
Expectation value of S²: 2.01

Geometry (Å):
C (0.888, -0.537, -0.051)
N (-0.829, 0.891, -0.118)
O (0.023, 0.188, 0.729)
Br (-2.477, -0.239, -0.393)
H (1.764, 0.120, -0.303)
H (0.380, -0.878, -0.984)
H (1.402, -1.344, 0.576)
H (-1.151, 1.798, 0.543)

=====

(2)
Below is C10H25FN5O5Pt as an isolated structure at a distorted geometry, with properties calculated with the ωB97M-V functional and the def2-TZVPD basis.

Calculated values
Net charge: +1
LUMO (spin up / spin down), eV: -3.35 / -5.04
Energy relative to the best compared isomer or geometry (same formula, charge and spin), kJ/mol: 0.0
Multiplicity: 3
HOMO-LUMO gap (spin up / spin down), eV: 8.58 / 6.89
E_HOMO (spin up / spin down), eV: -11.930 / -11.930
Expectation value of S²: 2.00

Geometry (Å):
Pt (0.444, -0.649, 1.934)
F (-0.640, 0.198, 0.273)
O (2.216, -0.060, 1.001)
C (2.628, 0.501, -0.042)
N (1.771, 1.119, -0.850)
C (4.085, 0.499, -0.326)
H (0.790, 0.973, -0.620)
H (1.991, 1.775, -1.582)
H (4.614, 1.205, 0.313)
H (4.337, 0.610, -1.377)
H (4.474, -0.482, -0.041)
O (1.584, 0.255, -3.998)
C (0.681, -0.299, -3.400)
N (0.806, -1.557, -2.863)
C (-0.649, 0.383, -3.184)
H (1.728, -1.948, -2.975)
H (0.243, -1.790, -2.059)
H (-0.528, 1.465, -3.186)
H (-1.097, 0.145, -2.217)
H (-1.308, 0.123, -4.012)
O (-1.416, -1.542, 2.612)
C (-2.548, -1.004, 2.628)
N (-2.819, 0.084, 1.911)
C (-3.647, -1.578, 3.466)
H (-3.678, 0.600, 1.980)
H (-2.088, 0.409, 1.276)
H (-4.382, -2.039, 2.807)
H (-4.074, -0.802, 4.098)
H (-3.264, -2.358, 4.118)
O (0.068, 5.811, -0.340)
C (0.143, 4.752, 0.236)
N (-0.883, 3.843, 0.210)
C (1.426, 4.324, 0.902)
H (-1.677, 4.077, -0.361)
H (-0.727, 2.884, 0.465)
H (1.327, 4.366, 1.988)
H (2.252, 4.932, 0.557)
H (1.646, 3.282, 0.643)
O (0.711, -2.488, 0.845)
C (-0.159, -3.152, 0.236)
N (-1.107, -2.545, -0.489)
C (-0.053, -4.624, 0.196)
H (-1.162, -1.525, -0.422)
H (-1.942, -3.052, -0.735)
H (0.639, -4.917, -0.600)
H (-0.971, -5.111, -0.151)
H (0.215, -5.092, 1.136)

=====

(3)
Below is one molecule with the formula C5H11NO at a distorted geometry, with properties calculated with the ωB97M-V functional and the def2-TZVPD basis.

Calculated values
Net charge: 0
LUMO, eV: 1.01
Energy relative to the best compared isomer or geometry (same formula, charge and spin), kJ/mol: 233.9
HOMO-LUMO gap, eV: 9.96
SMILES: CNCCCC=O
E_HOMO, eV: -8.952

Geometry (Å):
C (-2.596, 0.009, 0.699)
N (-1.428, -0.847, 0.284)
C (-0.203, -0.362, 0.676)
C (0.321, 0.809, -0.255)
C (1.360, 0.249, -1.193)
C (2.712, -0.198, -0.567)
O (3.145, 0.306, 0.470)
H (-3.564, -0.653, 0.728)
H (-2.681, 0.729, -0.084)
H (-2.450, 0.484, 1.718)
H (-1.518, -1.816, 0.684)
H (-0.241, 0.004, 1.695)
H (0.683, -0.984, 0.713)
H (0.734, 1.756, 0.274)
H (-0.503, 1.060, -0.942)
H (1.067, -0.648, -1.766)
H (1.713, 0.887, -2.031)
H (3.450, -0.786, -1.105)

=====

(4)
Below is C33H23N4O4P2Se2Ti as an isolated structure at a distorted geometry, with properties calculated with the ωB97M-V functional and the def2-TZVPD basis.

Calculated values
Net charge: -1
LUMO (spin up / spin down), eV: 2.34 / 1.37
Energy relative to the best compared isomer or geometry (same formula, charge and spin), kJ/mol: 136.2
Multiplicity: 3
HOMO-LUMO gap (spin up / spin down), eV: 6.13 / 6.48
E_HOMO (spin up / spin down), eV: -3.787 / -5.115
Expectation value of S²: 2.03

Geometry (Å):
Ti (-3.331, 0.523, -0.420)
O (-3.191, -0.613, 3.343)
C (-3.497, -0.387, 2.185)
O (-2.920, 0.478, 1.399)
C (-4.596, -1.106, 1.454)
C (-5.393, -2.159, 1.860)
C (-6.289, -2.717, 0.948)
C (-6.329, -2.233, -0.368)
C (-5.479, -1.209, -0.726)
N (-4.664, -0.638, 0.186)
C (-5.161, -0.651, -2.093)
O (-5.795, -0.931, -3.091)
O (-4.122, 0.128, -2.033)
H (-5.283, -2.539, 2.866)
H (-6.921, -3.545, 1.237)
H (-6.984, -2.666, -1.108)
Se (2.512, -2.461, -3.020)
P (1.964, -1.553, -1.219)
C (2.368, -2.613, 0.207)
C (1.471, -3.611, 0.567)
C (1.767, -4.460, 1.617)
C (2.966, -4.326, 2.298)
C (3.886, -3.372, 1.895)
C (3.596, -2.517, 0.847)
C (2.849, 0.003, -0.881)
C (2.796, 0.566, 0.387)
C (3.513, 1.715, 0.660)
C (4.301, 2.292, -0.326)
C (4.358, 1.725, -1.588)
C (3.628, 0.584, -1.869)
C (0.207, -1.253, -1.034)
C (-0.697, -0.266, -0.621)
N (-1.914, -0.855, -0.750)
N (-1.776, -2.087, -1.175)
N (-0.520, -2.345, -1.346)
P (-0.911, 1.508, -0.295)
Se (-4.341, 2.772, -0.505)
C (-0.008, 1.896, 1.229)
C (0.359, 3.212, 1.502)
C (0.903, 3.538, 2.731)
C (1.048, 2.565, 3.707)
C (0.642, 1.265, 3.457)
C (0.112, 0.928, 2.225)
C (0.054, 2.079, -1.735)
C (1.192, 2.871, -1.740)
C (1.803, 3.175, -2.945)
C (1.301, 2.679, -4.134)
C (0.145, 1.911, -4.136)
C (-0.491, 1.636, -2.943)
H (0.546, -3.708, 0.013)
H (1.058, -5.223, 1.901)
H (3.185, -4.972, 3.136)
H (4.836, -3.294, 2.402)
H (4.311, -1.770, 0.526)
H (2.205, 0.090, 1.155)
H (3.460, 2.159, 1.644)
H (4.872, 3.184, -0.104)
H (4.978, 2.168, -2.354)
H (3.664, 0.119, -2.844)
H (0.198, 3.981, 0.757)
H (1.191, 4.558, 2.942)
H (1.455, 2.825, 4.675)
H (0.716, 0.517, 4.232)
H (-0.231, -0.082, 2.035)
H (1.611, 3.231, -0.812)
H (2.689, 3.793, -2.952)
H (1.804, 2.893, -5.065)
H (-0.251, 1.529, -5.065)
H (-1.424, 1.065, -2.931)